Entry 1:
{"formula": "C3H10NOS", "method": "ωB97M-V/def2-TZVPD", "symbols": ["C", "C", "S", "C", "N", "H", "H", "H", "H", "H", "H", "H", "H", "H", "H", "O"], "positions_angstrom": [[0.11006, -1.27201, -0.08514], [-1.40928, -1.31890, -0.21316], [-2.19090, 0.30509, 0.07916], [0.81295, -0.28706, -1.03301], [1.84925, 0.57604, -0.44394], [0.29011, -0.91980, 0.94042], [0.59049, -2.25799, -0.10983], [-1.63762, -1.57802, -1.25665], [-1.77480, -2.06444, 0.49748], [1.25688, -0.85383, -1.86521], [0.01403, 0.28238, -1.50400], [2.29053, 0.00435, 0.27569], [1.34496, 1.25746, 0.11914], [-1.22690, 2.51034, 1.20863], [0.24490, 2.55712, 1.73394], [-0.56465, 3.05926, 1.65647]], "lowdin_charge": [-0.3418, -0.7640, 0.1829, -0.3450, -0.0211, 0.0807, 0.0857, 0.0317, 0.0306, 0.0912, 0.0621, 0.0478, 0.0367, -0.0599, -0.0039, -0.1137], "homo_ev": -2.74, "total_charge": -1, "total_energy_ha": -648.51413, "max_force_ev_per_a": 1.23, "molar_mass_g_mol": 108.19, "e_lumo_ev": 4.1}

Entry 2:
{"formula": "C4H8O2", "method": "ωB97M-V/def2-TZVPD", "symbols": ["O", "C", "C", "C", "O", "C", "H", "H", "H", "H", "H", "H", "H", "H"], "positions_angstrom": [[2.07388, 1.16974, -0.11189], [1.25995, 0.13528, -0.11879], [-0.14366, 0.28987, 0.41133], [-1.06169, 0.79197, -0.71935], [-1.65068, -0.50719, -0.86941], [-1.01507, -0.96823, 0.33060], [2.26970, 0.04945, 0.68858], [1.80257, -0.79203, 0.86890], [1.31736, -0.59168, -0.95486], [-0.14324, 0.86842, 1.33683], [-1.79225, 1.54140, -0.39163], [-0.57195, 1.14026, -1.63661], [-1.72814, -1.07859, 1.15704], [-0.48738, -1.91990, 0.18107]], "lowdin_charge": [-0.1401, -0.4148, -0.2226, -0.1322, -0.1038, -0.1519, 0.1792, 0.1876, 0.1490, 0.1510, 0.1250, 0.1295, 0.1226, 0.1212], "homo_ev": -9.63, "total_energy_ha": -307.49093, "max_force_ev_per_a": 0.40, "molar_mass_g_mol": 88.11, "e_lumo_ev": 0.6}

Entry 3:
{"formula": "C21H46ClFO14S4Si2", "method": "ωB97M-V/def2-TZVPD", "symbols": ["C", "C", "F", "Si", "C", "O", "C", "C", "C", "C", "C", "C", "O", "Si", "Cl", "H", "H", "H", "H", "H", "H", "H", "H", "H", "H", "H", "H", "H", "H", "O", "S", "O", "O", "C", "C", "C", "H", "H", "H", "H", "H", "H", "H", "H", "O", "S", "O", "O", "C", "C", "C", "H", "H", "H", "H", "H", "H", "H", "H", "O", "S", "O", "O", "C", "C", "C", "H", "H", "H", "H", "H", "H", "H", "H", "O", "S", "O", "O", "C", "C", "C", "H", "H", "H", "H", "H", "H", "H", "H"], "positions_angstrom": [[1.67017, 2.70188, -0.50610], [1.54050, 2.24607, -2.01717], [1.39720, 3.46669, -2.77889], [-0.10805, 1.28842, -2.16605], [-1.39456, 2.47019, -2.93114], [-1.59531, 3.54817, -1.93970], [-2.95851, 3.48051, -1.58220], [-3.35060, 2.38009, -0.68488], [-4.74903, 2.21175, -0.29439], [-5.73129, 3.19269, -0.80113], [-5.32296, 4.26973, -1.69907], [-3.92559, 4.45242, -2.11690], [0.02142, -0.20388, -3.01645], [-1.14062, -1.31743, -2.40279], [-2.75148, -1.27418, -3.79779], [0.76071, 3.27766, -0.19912], [2.59738, 3.31043, -0.37084], [1.66506, 1.75121, 0.10264], [2.41288, 1.64286, -2.37859], [-0.55641, 0.98185, -0.80586], [-0.95230, 2.94598, -3.85774], [-2.36635, 1.98614, -3.20628], [-2.58627, 1.67137, -0.29822], [-5.02910, 1.35898, 0.36875], [-6.79193, 3.05052, -0.47096], [-6.11423, 4.96346, -2.07045], [-3.63044, 5.27622, -2.80308], [-1.62829, -0.96068, -1.07064], [-0.55508, -2.66948, -2.36006], [-4.65505, -0.83678, 2.17249], [-5.53862, -1.96443, 2.09289], [-6.94048, -1.80870, 1.84255], [-5.34293, -2.87574, 3.40338], [-5.48265, -2.25706, 4.68881], [-6.93846, -2.02886, 5.04855], [-4.88483, -3.11647, 0.92481], [-4.91392, -1.32472, 4.72967], [-5.03465, -2.93869, 5.41326], [-7.39191, -1.28025, 4.39714], [-7.02850, -1.67943, 6.07857], [-7.51365, -2.94948, 4.93332], [-3.82965, -3.27600, 1.13887], [-5.00625, -2.68910, -0.06973], [-5.44292, -4.04781, 0.99959], [5.07792, 0.79393, -2.47197], [5.54096, -0.54564, -2.69337], [6.33392, -1.23781, -1.72176], [6.28495, -0.61209, -4.11494], [7.35576, 0.30608, -4.36565], [8.63310, -0.11302, -3.66288], [4.16073, -1.56380, -3.12052], [7.06434, 1.32137, -4.08490], [7.52055, 0.30566, -5.44393], [8.52981, -0.03497, -2.57950], [9.46565, 0.52270, -3.96953], [8.87603, -1.15248, -3.89096], [3.57891, -1.06410, -3.89262], [3.55812, -1.69938, -2.22340], [4.52933, -2.52599, -3.47087], [2.86273, 7.46449, 2.73768], [3.55695, 6.52837, 1.90269], [3.18184, 5.14521, 1.83984], [5.13205, 6.62465, 2.20533], [5.57501, 6.46572, 3.55796], [5.56842, 5.01016, 3.98531], [3.60864, 7.16784, 0.25622], [4.97338, 7.07927, 4.23344], [6.59555, 6.84895, 3.59881], [4.55041, 4.62195, 4.04348], [6.02984, 4.89699, 4.96802], [6.10936, 4.39381, 3.26487], [3.93896, 8.20389, 0.29084], [2.60199, 7.10665, -0.15519], [4.29070, 6.56015, -0.33551], [-2.44713, -5.66406, 0.30842], [-2.24867, -6.51948, 1.44452], [-1.11981, -6.37265, 2.31327], [-2.34169, -8.04923, 0.96785], [-1.49136, -8.48203, -0.10169], [-0.06519, -8.70122, 0.36625], [-3.71634, -6.50623, 2.42976], [-1.53069, -7.77426, -0.93360], [-1.90142, -9.42588, -0.46325], [0.40537, -7.75835, 0.64923], [0.53330, -9.15276, -0.42689], [-0.04212, -9.35062, 1.24326], [-4.57686, -6.66465, 1.78274], [-3.78321, -5.53213, 2.91412], [-3.64256, -7.29109, 3.18001]], "lowdin_charge": [-0.0935, -0.3607, -0.1138, 0.5893, -0.2241, -0.1640, -0.2700, -0.0112, -0.0535, -0.0901, -0.0856, 0.0068, -0.4360, 0.1988, 0.1938, 0.0803, 0.0758, 0.0805, 0.1002, 0.0018, 0.1056, 0.0922, 0.0852, 0.0882, 0.0943, 0.0942, 0.1098, -0.0500, -0.0469, -0.2813, 0.5830, -0.2736, -0.2735, -0.2612, -0.0747, -0.1200, 0.1170, 0.1213, 0.0716, 0.0816, 0.0847, 0.0655, 0.0811, 0.0714, -0.2838, 0.5836, -0.2743, -0.2638, -0.2621, -0.0757, -0.1200, 0.1158, 0.1219, 0.0711, 0.0807, 0.0849, 0.0745, 0.0758, 0.0749, -0.2753, 0.5857, -0.2835, -0.2652, -0.2640, -0.0760, -0.1202, 0.1156, 0.1210, 0.0707, 0.0801, 0.0852, 0.0733, 0.0785, 0.0753, -0.2871, 0.5837, -0.2709, -0.2627, -0.2607, -0.0747, -0.1181, 0.1154, 0.1224, 0.0712, 0.0814, 0.0856, 0.0752, 0.0673, 0.0768], "homo_ev": -8.55, "total_energy_ha": -4612.91650, "max_force_ev_per_a": 3.05, "molar_mass_g_mol": 761.48, "e_lumo_ev": 0.4}

Entry 4:
{"formula": "C25H29NO7", "method": "ωB97M-V/def2-TZVPD", "symbols": ["C", "O", "C", "C", "C", "N", "C", "O", "C", "O", "C", "C", "O", "C", "C", "C", "C", "O", "C", "C", "C", "C", "C", "C", "C", "C", "C", "C", "O", "C", "O", "C", "C", "H", "H", "H", "H", "H", "H", "H", "H", "H", "H", "H", "H", "H", "H", "H", "H", "H", "H", "H", "H", "H", "H", "H", "H", "H", "H", "H", "H", "H"], "positions_angstrom": [[1.02508, -5.09380, 3.00236], [0.39329, -3.86300, 2.75108], [0.49239, -2.93163, 3.81004], [1.88425, -2.31505, 3.98684], [2.45949, -1.76317, 2.67702], [1.61899, -0.75379, 2.08574], [1.63046, 0.53829, 2.48228], [2.32612, 0.99391, 3.36338], [0.59751, 1.27612, 1.62944], [0.36948, 2.46438, 1.69835], [0.02823, 0.27474, 0.74417], [-0.85837, 0.46289, -0.27029], [-1.11142, -0.50130, -1.17812], [-1.62235, 1.68633, -0.50329], [-2.19787, 2.41194, 0.54194], [-2.93680, 3.53886, 0.27740], [-3.12610, 3.98740, -1.03577], [-3.85377, 5.11845, -1.15869], [-4.15648, 5.65970, -2.43931], [-5.30215, 4.88977, -3.09667], [-4.53687, 7.11788, -2.20315], [-2.56456, 3.25590, -2.08106], [-1.83227, 2.11734, -1.81082], [0.71876, -1.05043, 0.99069], [1.48936, -1.56934, -0.20716], [2.32990, -0.73030, -0.92232], [3.05341, -1.21976, -1.99516], [2.95124, -2.55247, -2.35936], [3.66233, -3.02453, -3.41127], [2.10951, -3.41090, -1.62863], [2.09334, -4.71306, -2.06999], [1.30103, -5.63979, -1.36983], [1.38491, -2.91440, -0.56081], [0.72259, -5.76755, 2.20136], [2.11692, -5.00337, 3.00456], [0.70346, -5.51336, 3.96249], [0.18329, -3.40618, 4.75296], [-0.23034, -2.14794, 3.57005], [2.57930, -3.05691, 4.38381], [1.80550, -1.50241, 4.70915], [2.59007, -2.56544, 1.94731], [3.43109, -1.30688, 2.88903], [-0.50358, -1.24853, -1.06510], [-2.07898, 2.07732, 1.55886], [-3.38676, 4.10678, 1.07586], [-3.26192, 5.62228, -3.07720], [-5.51627, 5.30726, -4.07672], [-6.19314, 4.96411, -2.47784], [-5.04985, 3.83800, -3.20875], [-3.71376, 7.64479, -1.72829], [-4.77168, 7.60062, -3.14736], [-5.40310, 7.16988, -1.54919], [-2.68539, 3.56234, -3.10827], [-1.39956, 1.55677, -2.62563], [0.00096, -1.82238, 1.30627], [2.41809, 0.30737, -0.63901], [3.70950, -0.58132, -2.56341], [3.46881, -3.96711, -3.50897], [0.24077, -5.37214, -1.41171], [1.61568, -5.72310, -0.32507], [1.45230, -6.59466, -1.87063], [0.74303, -3.55728, 0.02258]], "lowdin_charge": [-0.1065, -0.2137, -0.2212, -0.1326, -0.1184, 0.0020, -0.3688, 0.1013, -0.2603, 0.1171, -0.0446, -0.1842, 0.1165, -0.1518, -0.0096, 0.0213, -0.2514, -0.0214, -0.4298, -0.0354, -0.0382, -0.0085, -0.0025, -0.1891, -0.2047, -0.0048, 0.0185, -0.2421, 0.0850, -0.1898, -0.0889, -0.0717, 0.0275, 0.0817, 0.0880, 0.0922, 0.1232, 0.1216, 0.1103, 0.1193, 0.1218, 0.1342, 0.0980, 0.1216, 0.1220, 0.1383, 0.0834, 0.0870, 0.0718, 0.0823, 0.0817, 0.0843, 0.1056, 0.1207, 0.1504, 0.1306, 0.1232, 0.1083, 0.1014, 0.0890, 0.0977, 0.1111], "homo_ev": -8.17, "smiles": "COCCCN1C(=O)C(=O)/C(=C(/O)c2ccc(OC(C)C)cc2)[C@H]1c1ccc(O)c(OC)c1", "total_energy_ha": -1551.47458, "max_force_ev_per_a": 0.77, "molar_mass_g_mol": 455.51, "e_lumo_ev": 0.0}